ORCA calculation (ωB97M-V/def2-TZVPD) on a cluster of 2 separate species, C11H14N5O5P in total at a distorted geometry.

Cartesian coordinates (Å):
1 N 2.94 -2.66 0.38
2 C 3.14 -1.46 -0.23
3 N 4.31 -0.96 -0.95
4 C 3.88 0.39 -1.33
5 N 2.53 0.70 -0.88
6 C 1.81 1.97 -1.08
7 C 0.20 1.81 -0.99
8 C -0.31 1.58 0.51
9 O 0.12 2.39 1.39
10 N -1.20 0.50 0.96
11 C -1.95 -0.10 -0.16
12 C -1.43 -1.49 -0.67
13 C -2.10 -2.20 -1.87
14 C -3.31 -1.45 -2.54
15 C -3.84 -0.08 -2.01
16 C -3.16 0.64 -0.80
17 N 2.09 -0.44 -0.24
18 H 2.92 -2.64 1.42
19 H 2.76 -3.55 -0.11
20 H 4.64 1.00 -1.92
21 H 2.19 2.84 -0.44
22 H 2.01 2.29 -2.18
23 H -0.32 2.76 -1.37
24 H -0.07 0.98 -1.72
25 H -1.84 0.92 1.67
26 H -0.53 -2.01 -0.18
27 H -1.72 -3.21 -2.22
28 H -3.87 -1.88 -3.44
29 H -4.71 0.45 -2.52
30 H -3.49 1.66 -0.39
31 H 1.18 -0.63 0.19
32 O -1.44 1.10 3.69
33 P -0.57 0.38 4.75
34 O -0.31 -1.07 4.30
35 O -1.31 0.37 6.09
36 O 0.77 1.11 4.90

Charge: -2
M, g mol⁻¹: 327.2
E, Eh: -1418.535724
F_max, eV Å⁻¹: 6.84
Kohn-Sham gap, eV: 2.15
E_HOMO, hartree: 0.0641
Multiplicity: 1